ORCA calculation (ωB97M-V/def2-TZVPD) on C12H20N2O3V as an isolated structure.

As for the charge: +2. Its LUMO energy (alpha / beta) is -6.1 / -6.4 eV. For the HOMO-LUMO gap (alpha / beta), the calculation gives 9.55 / 10.21 eV. Its relative energy (zero: lowest compared OMol25 entry of this formula, charge and spin) is 0.1 kJ/mol. Its spin multiplicity is 4. The value obtained for the total energy is -1748.0017 a.u. As for the expectation value of S²: 3.7551.

XYZ file:
```
38
C12H20N2O3V ωB97M-V/def2-TZVPD
V -0.145 0.010 0.150
C -0.637 1.701 -2.520
O -0.310 0.456 -1.854
C -0.355 -0.692 -2.746
C 0.490 -1.779 -2.135
O 0.129 -1.871 -0.745
C 0.629 -3.068 -0.102
H 0.114 1.904 -3.280
H -0.629 2.482 -1.766
H -1.625 1.621 -2.971
H 0.044 -0.403 -3.718
H -1.398 -0.994 -2.852
H 1.557 -1.552 -2.209
H 0.288 -2.729 -2.632
H 0.181 -3.938 -0.578
H 0.334 -3.018 0.941
H 1.715 -3.102 -0.185
C 2.058 -0.536 3.842
C 1.644 0.273 2.662
O 1.100 -0.295 1.675
N 1.855 1.578 2.661
C 1.499 2.460 1.552
C 0.024 2.790 1.513
C -0.453 3.969 2.055
C -1.814 4.239 2.015
C -2.663 3.317 1.427
C -2.116 2.164 0.901
N -0.800 1.894 0.934
H 2.666 -1.371 3.497
H 1.162 -0.949 4.309
H 2.610 0.042 4.579
H 2.312 1.982 3.466
H 1.817 1.994 0.616
H 2.076 3.374 1.666
H 0.236 4.674 2.500
H -2.202 5.158 2.434
H -3.730 3.481 1.371
H -2.753 1.423 0.429
```

Atom charges from the natural (NBO) analysis, given in e for atoms 1 to 4: 1.4361, -0.2486, -0.6029, -0.0942